--- i ---
Below is a 2-piece molecular cluster, C4H12O2 overall, with properties calculated with ωB97M-V with the def2-TZVPD basis set.

HOMO energy = -10.223 eV
HOMO-LUMO gap = 10.86 eV
SMILES = CC[C@H](C)O.O
charge = 0

Positions of all 18 atoms, in Å:
C (0.094, 0.504, 1.131)
C (-0.768, 0.499, -0.179)
C (-1.605, -0.764, -0.204)
C (-2.682, -0.544, -1.341)
O (-2.251, -0.990, 1.097)
H (0.214, -0.519, 1.343)
H (-0.589, 0.933, 1.968)
H (1.110, 0.925, 1.269)
H (-1.522, 1.278, -0.168)
H (-0.251, 0.639, -1.144)
H (-1.048, -1.743, -0.317)
H (-2.652, -1.463, -1.968)
H (-3.654, -0.576, -0.852)
H (-2.477, 0.276, -1.993)
H (-1.702, -1.821, 1.250)
H (6.298, 0.725, 0.638)
H (6.505, 1.586, -0.551)
O (6.977, 1.055, 0.019)


--- ii ---
Below is a 2-piece molecular cluster, C4H12O2 overall, with properties calculated with ωB97M-V with the def2-TZVPD basis set.

HOMO energy = -9.379 eV
HOMO-LUMO gap = 10.18 eV
SMILES = CCCCO.O
charge = 0

Positions of all 18 atoms, in Å:
C (1.068, -0.318, -1.207)
O (1.951, 0.345, -2.022)
C (-0.266, 0.350, -0.764)
C (-0.670, 0.395, 0.688)
C (-2.020, 1.060, 0.852)
H (0.798, -1.299, -1.666)
H (1.842, -0.543, -0.419)
H (1.848, 1.377, -2.052)
H (-1.018, -0.106, -1.434)
H (-0.047, 1.350, -1.024)
H (0.066, 0.794, 1.372)
H (-0.790, -0.600, 1.158)
H (-2.061, 1.966, 0.256)
H (-2.274, 1.210, 1.936)
H (-2.765, 0.465, 0.398)
H (1.052, -2.652, 0.869)
H (1.457, -1.593, 1.879)
O (1.829, -2.200, 1.180)


--- iii ---
Below is a 3-piece molecular cluster, C4H12O2 overall, with properties calculated with ωB97M-V with the def2-TZVPD basis set.

HOMO energy = -9.854 eV
HOMO-LUMO gap = 10.12 eV
SMILES = C=O.CCC.O
charge = 0

Positions of all 18 atoms, in Å:
C (-1.173, 0.267, -0.576)
C (-1.527, -1.192, -0.846)
C (-1.494, 0.668, 0.860)
H (-1.723, 0.910, -1.267)
H (-0.108, 0.427, -0.758)
H (-1.011, -1.851, -0.145)
H (-0.944, 0.041, 1.561)
H (-1.234, -1.490, -1.854)
H (-2.600, -1.356, -0.734)
H (-2.559, 0.548, 1.066)
H (-1.221, 1.707, 1.043)
C (2.368, 0.915, 0.920)
O (2.454, 1.440, -0.187)
O (2.280, -0.938, -0.657)
H (2.109, -0.957, -1.609)
H (3.308, 0.848, 1.494)
H (1.485, 1.172, 1.525)
H (1.588, -1.158, 0.165)


--- iv ---
Below is a 2-piece molecular cluster, C4H12O2 overall, with properties calculated with ωB97M-V with the def2-TZVPD basis set.

HOMO energy = -10.348 eV
HOMO-LUMO gap = 11.00 eV
SMILES = CCCCO.O
charge = 0

Positions of all 18 atoms, in Å:
C (0.776, -1.044, -0.861)
O (0.663, -1.717, -2.083)
C (-0.540, -1.031, -0.064)
C (-0.958, 0.357, 0.221)
C (-1.472, 0.469, 1.617)
H (1.645, -1.543, -0.338)
H (1.158, -0.119, -1.185)
H (0.219, -1.135, -2.774)
H (-0.604, -1.712, 0.874)
H (-1.251, -1.556, -0.780)
H (-1.567, 0.873, -0.596)
H (-0.042, 1.140, 0.188)
H (-2.237, 1.238, 1.938)
H (-0.705, 0.452, 2.446)
H (-1.898, -0.511, 1.818)
H (1.691, 2.318, 0.338)
H (2.564, 1.506, -0.841)
O (2.558, 2.015, 0.082)


Energy above the most stable structure, in kJ/mol: i 0.0; ii 6.8; iii 122.9; iv 51.8


--- i ---
Below is C22H24N6O3OsS3Si as an isolated structure, with properties calculated with ωB97M-V with the def2-TZVPD basis set.

HOMO energy = -13.569 eV
HOMO-LUMO gap = 5.76 eV
charge = +2

Positions of all 60 atoms, in Å:
Os (-0.364, 2.282, 1.629)
N (2.865, 1.712, 0.671)
C (2.355, 1.034, 1.687)
N (1.102, 0.957, 2.011)
C (0.808, -0.031, 3.043)
C (2.092, -0.490, 3.578)
S (3.420, 0.042, 2.727)
C (-1.519, 0.119, 3.257)
C (-2.528, -0.659, 3.679)
S (-3.821, -0.621, 2.524)
C (-2.897, 0.431, 1.510)
N (-1.719, 0.754, 2.036)
N (-3.331, 0.872, 0.333)
H (2.224, 2.183, 0.038)
H (3.857, 1.785, 0.514)
H (2.203, -1.110, 4.456)
H (-2.594, -1.250, 4.576)
H (-4.236, 0.607, -0.017)
H (-2.741, 1.442, -0.265)
C (1.558, 2.051, 5.394)
Si (-0.129, 1.254, 5.438)
C (-1.484, 2.519, 5.419)
C (-0.276, 0.041, 6.836)
N (-0.275, 0.367, 3.873)
C (0.658, -1.475, 2.459)
C (0.256, -2.494, 3.331)
C (0.035, -3.769, 2.841)
C (0.222, -4.027, 1.490)
C (0.622, -3.011, 0.622)
C (0.858, -1.739, 1.100)
H (1.631, 2.710, 6.263)
H (1.699, 2.676, 4.509)
H (2.398, 1.359, 5.481)
H (-1.441, 3.112, 6.336)
H (-2.477, 2.072, 5.364)
H (-1.372, 3.214, 4.581)
H (-0.233, 0.561, 7.796)
H (0.534, -0.694, 6.839)
H (-1.224, -0.500, 6.806)
H (0.093, -2.278, 4.380)
H (-0.278, -4.558, 3.510)
H (0.052, -5.023, 1.105)
H (0.739, -3.217, -0.433)
H (1.143, -0.951, 0.415)
O (-1.851, 2.607, -1.660)
S (-0.444, 2.859, -1.804)
O (0.345, 2.047, -2.665)
N (0.225, 2.857, -0.259)
C (0.494, 4.111, 0.164)
O (0.687, 4.135, 1.415)
C (0.410, 5.144, -0.862)
C (0.715, 6.492, -0.793)
C (0.492, 7.261, -1.928)
C (-0.021, 6.694, -3.091)
C (-0.334, 5.337, -3.163)
C (-0.110, 4.588, -2.032)
H (1.112, 6.926, 0.115)
H (0.717, 8.318, -1.910)
H (-0.186, 7.319, -3.957)
H (-0.737, 4.901, -4.066)


--- ii ---
Below is C22H24N6O3OsS3Si as an isolated structure, with properties calculated with ωB97M-V with the def2-TZVPD basis set.

HOMO energy = -14.051 eV
HOMO-LUMO gap = 6.56 eV
charge = +2

Positions of all 60 atoms, in Å:
Os (-0.385, 1.028, 0.198)
N (0.215, -1.790, -1.735)
C (-1.030, -1.304, -1.687)
N (-1.422, -0.241, -0.999)
C (-2.800, -0.028, -1.113)
C (-3.443, -0.916, -1.883)
S (-2.330, -2.082, -2.515)
C (-3.292, 1.084, -0.326)
C (-4.509, 1.633, -0.208)
S (-4.468, 2.958, 0.907)
C (-2.785, 2.730, 1.142)
N (-2.303, 1.688, 0.465)
N (-2.049, 3.533, 1.907)
H (1.034, -1.264, -1.450)
H (0.406, -2.570, -2.344)
H (-4.494, -0.961, -2.112)
H (-5.424, 1.361, -0.706)
H (-2.460, 4.327, 2.370)
H (-1.052, 3.413, 1.977)
C (-2.829, -0.212, 3.239)
Si (-1.323, -1.145, 2.663)
C (-1.739, -2.459, 1.425)
C (-0.245, -1.752, 4.039)
N (-0.289, 0.124, 1.785)
C (0.749, 0.819, 2.511)
C (0.428, 1.691, 3.562)
C (1.442, 2.368, 4.215)
C (2.768, 2.164, 3.845)
C (3.089, 1.271, 2.832)
C (2.082, 0.590, 2.168)
H (-3.371, -0.851, 3.942)
H (-3.511, 0.016, 2.417)
H (-2.587, 0.710, 3.770)
H (-2.176, -3.298, 1.974)
H (-0.855, -2.835, 0.908)
H (-2.477, -2.136, 0.691)
H (-0.724, -2.609, 4.518)
H (-0.081, -0.994, 4.806)
H (0.729, -2.085, 3.676)
H (-0.598, 1.790, 3.888)
H (1.202, 3.045, 5.024)
H (3.556, 2.691, 4.365)
H (4.119, 1.101, 2.551)
H (2.324, -0.141, 1.412)
O (2.772, -0.794, -1.569)
S (2.907, 0.611, -1.307)
O (3.884, 1.045, -0.366)
N (1.397, 1.190, -0.859)
C (0.886, 2.040, -1.770)
O (-0.297, 2.415, -1.536)
C (1.771, 2.326, -2.903)
C (1.584, 3.183, -3.973)
C (2.605, 3.269, -4.912)
C (3.773, 2.524, -4.774)
C (3.966, 1.663, -3.696)
C (2.939, 1.581, -2.781)
H (0.677, 3.764, -4.066)
H (2.496, 3.929, -5.761)
H (4.551, 2.615, -5.520)
H (4.877, 1.090, -3.589)


Energy above the most stable structure, in kJ/mol: i 281.6; ii 0.0


--- i ---
Below is a 2-piece molecular cluster, C3H3NS2 overall, with properties calculated with ωB97M-V with the def2-TZVPD basis set.

HOMO energy = -10.013 eV
HOMO-LUMO gap = 9.63 eV
SMILES = N#CSS.C#C
charge = 0

Positions of all 9 atoms, in Å:
C (0.573, 2.591, 0.777)
C (1.492, 2.325, 0.062)
C (0.462, -1.630, -0.215)
N (0.922, -0.597, -0.414)
S (-0.462, -3.086, 0.087)
S (-2.204, -2.014, -0.002)
H (-0.049, 2.614, 1.647)
H (2.138, 2.060, -0.775)
H (-2.872, -2.262, -1.168)


--- ii ---
Below is C3H3NS2 as an isolated structure, with properties calculated with ωB97M-V with the def2-TZVPD basis set.

HOMO energy = -10.069 eV
HOMO-LUMO gap = 9.84 eV
charge = 0

Positions of all 9 atoms, in Å:
C (-0.897, -1.218, -0.087)
C (-2.099, -1.198, -0.156)
C (1.546, -0.459, 0.025)
N (0.956, -1.525, 0.122)
S (0.895, 1.156, -0.064)
S (3.314, -0.602, -0.026)
H (-0.215, 0.621, -0.314)
H (-3.174, -1.028, -0.352)
H (3.564, 0.589, 0.611)


Energy above the most stable structure, in kJ/mol: i 0.0; ii 170.0


--- i ---
Below is a 2-piece molecular cluster, CH4N3P overall, with properties calculated with ωB97M-V with the def2-TZVPD basis set.

HOMO energy = -9.544 eV
HOMO-LUMO gap = 8.22 eV
SMILES = [H]/N=P/C#N.N
charge = 0

Positions of all 9 atoms, in Å:
C (3.423, 0.512, 0.008)
N (3.021, 1.507, -0.454)
N (0.181, 1.553, -0.082)
N (3.898, -1.735, -0.706)
P (3.504, -1.177, 0.661)
H (-0.453, 2.115, -0.632)
H (0.915, 1.996, 0.393)
H (0.807, 0.894, -0.786)
H (3.922, -2.749, -0.666)


--- ii ---
Below is a 2-piece molecular cluster, CH4N3P overall, with properties calculated with ωB97M-V with the def2-TZVPD basis set.

HOMO energy = -9.421 eV
HOMO-LUMO gap = 9.75 eV
SMILES = [H]/N=P/N.C#N
charge = 0

Positions of all 9 atoms, in Å:
C (3.162, -0.199, 0.557)
N (3.782, 0.276, -0.298)
N (0.022, -1.499, -0.175)
N (-1.020, 0.595, 0.660)
P (-1.401, -0.944, -0.006)
H (2.522, -0.689, 1.179)
H (0.347, -2.525, -0.133)
H (-0.023, 1.000, 0.802)
H (-1.835, 1.153, 0.723)


Energy above the most stable structure, in kJ/mol: i 71.8; ii 0.0